Entry from OMol25: 3 unconnected molecules or ions with the total composition C32H66F2N3O3SSi2 in a non-equilibrium geometry (ωB97M-V/def2-TZVPD).

Its HOMO energy is -10.6 eV. The net charge is +1.

Atoms and positions in Å:
S -1.698 4.538 -1.234
Si -0.200 -0.760 -1.622
Si 0.484 0.004 1.858
F -1.817 3.017 -4.235
F -5.371 2.720 -2.155
O -0.083 4.251 -4.722
O -9.937 6.455 0.705
O 5.208 -1.790 3.065
N 5.291 -3.623 4.402
N -8.942 4.986 -0.724
N -0.259 2.541 0.830
C 4.357 -1.857 -1.751
C 5.373 -4.529 3.267
C 0.239 0.855 3.579
C 2.965 0.056 -0.823
C -9.531 5.610 -1.897
C 0.556 1.309 0.469
C 0.308 2.963 -2.833
C -1.695 2.658 -1.127
C 1.505 -5.798 -0.414
C -0.946 -1.241 1.856
C 4.194 -3.518 0.302
C -2.580 3.271 1.266
C -8.075 3.838 -0.897
C 2.938 -5.713 0.218
C 0.138 -0.930 -3.511
C -2.122 -0.931 -1.569
C -1.683 2.344 0.440
C -3.722 2.686 1.865
C -0.553 3.467 -4.038
C 3.899 -4.754 -0.607
C 4.963 -2.351 -0.385
C 5.215 -2.300 4.169
C 0.449 0.946 -1.048
C 0.465 -2.369 -0.914
C -4.153 3.388 -1.849
C 4.202 -0.295 -1.758
C -9.222 5.498 0.496
C -3.125 2.245 -1.643
C 2.176 -0.829 2.177
C -0.472 1.969 -1.922
C 1.958 0.973 -1.559
C 5.295 -4.172 5.745
H -7.710 3.480 0.065
H 4.968 -2.195 -2.609
H 0.218 3.292 0.313
H -3.596 1.593 -0.874
H -0.772 1.329 3.606
H -4.740 2.757 1.443
H 1.588 1.725 0.626
H -0.370 -0.148 -4.106
H -0.379 -3.041 -0.636
H -2.383 4.334 1.465
H 0.280 0.093 4.373
H -4.390 3.948 -0.922
H 2.621 -0.902 -0.408
H -1.046 1.386 -2.676
H 4.858 -3.890 1.118
H 0.755 3.825 -2.303
H 1.030 -2.956 -1.675
H -1.408 -1.379 2.858
H -3.964 4.039 -2.718
H -0.163 2.811 1.812
H -0.508 -2.237 1.620
H 5.429 -5.559 3.610
H 2.048 0.828 -2.647
H -0.277 -1.902 -3.855
H 2.352 -1.719 1.549
H -2.592 -0.359 -0.751
H 4.846 -5.302 -0.775
H 0.971 1.681 3.721
H -8.725 4.952 1.317
H 5.157 -1.698 5.091
H 4.441 -4.842 5.864
H 4.026 0.015 -2.808
H 6.015 -2.656 -0.543
H -2.082 1.321 0.574
H -3.123 1.653 -2.574
H 4.907 -1.487 0.316
H 3.356 -2.337 -1.858
H 2.781 -5.287 1.235
H -9.219 6.654 -1.948
H 5.229 -3.378 6.487
H 6.260 -4.291 2.676
H 3.353 -4.513 -1.537
H 3.241 -3.224 0.789
H -0.486 4.981 -0.788
H -3.533 2.093 2.787
H -10.619 5.577 -1.817
H 2.293 2.024 -1.370
H -2.362 -2.012 -1.547
H -7.225 4.120 -1.520
H 1.232 -0.979 -3.689
H 6.218 -4.732 5.904
H 4.491 -4.400 2.634
H 3.371 -6.722 0.355
H 1.571 -5.879 -1.516
H -9.215 5.089 -2.799
H -2.537 -0.562 -2.533
H 3.410 0.631 0.019
H -1.781 -1.021 1.166
H 0.892 -4.921 -0.129
H 1.122 -2.341 -0.024
H 5.117 0.199 -1.374
H 2.270 -1.157 3.233
H 0.995 -6.698 -0.018
H 1.149 2.516 -3.398
H -8.633 3.037 -1.387
H 2.991 -0.086 2.033

=====

Entry from OMol25: 12 unconnected molecules or ions with the total composition C32H66N2O14 in a non-equilibrium geometry (ωB97M-V/def2-TZVPD).

Its HOMO energy is -9.1 eV. The calculation puts the energy relative to the best compared isomer or geometry (same formula, charge and spin) at 13.1 kJ/mol. The net charge is 0. Its SMILES is C[N+](=O)[O-].C[N+](=O)[O-].CC(C)=O.CC(C)=O.CC(C)=O.CC(C)=O.CC(C)=O.CC(C)=O.CC(C)=O.CC(C)=O.CC(C)=O.CC(C)=O.

Atoms and positions in Å:
O 1.069 0.590 2.363
O -2.693 4.946 -4.305
O -1.242 2.257 -3.521
O 2.494 4.138 0.120
O 0.848 1.069 0.247
O -3.670 -3.293 3.618
O 0.246 -5.773 0.805
O 3.495 0.555 -3.060
O -6.420 -1.024 -0.771
O -2.540 0.640 2.662
O -2.263 -2.927 2.012
O 2.697 -2.575 -0.921
O 6.179 -1.482 0.448
O 1.832 -3.211 5.281
N 0.754 0.332 1.241
N -2.990 -3.635 2.685
C 2.625 2.543 -4.222
C -3.668 1.022 2.815
C -2.955 -5.114 2.480
C 4.752 0.426 0.482
C 2.198 3.899 1.277
C -2.610 7.120 -3.394
C 0.984 -2.473 5.711
C 3.255 3.575 2.336
C 0.742 3.904 1.651
C -0.101 -0.948 1.014
C -2.640 1.510 -5.196
C 2.073 -3.076 -3.210
C 3.063 -2.686 -2.095
C -4.671 -0.796 -2.270
C -4.900 0.140 2.733
C -3.982 5.218 -2.286
C -3.076 5.661 -3.401
C 4.475 2.693 -2.344
C 5.203 -0.936 0.878
C 1.053 -0.929 5.518
C 3.559 1.775 -3.153
C -0.862 3.148 -5.751
C -4.808 -2.779 -0.653
C 4.514 -2.525 -2.482
C -5.407 -1.531 -1.191
C -0.198 -2.970 6.476
C 4.357 -1.597 1.973
C -1.564 2.327 -4.706
C -3.913 2.416 3.080
C 2.608 -5.960 0.683
C 1.495 -4.138 2.021
C 1.345 -5.361 1.135
H 3.273 4.333 3.095
H 0.300 3.013 1.229
H 3.130 2.647 2.861
H 0.022 -4.039 6.530
H -0.037 -1.212 -0.055
H 3.441 -5.226 0.589
H -2.358 -5.510 3.305
H 5.062 1.143 1.257
H -2.395 1.036 -6.232
H -2.947 2.870 3.437
H -0.177 2.456 -6.340
H 3.023 3.452 -4.709
H -3.593 -0.754 -2.125
H 5.054 -3.443 -2.409
H -2.120 7.383 -4.323
H -5.635 0.402 3.450
H 3.634 -2.208 1.430
H 3.861 -0.890 2.596
H -5.051 0.198 -2.507
H -5.231 0.168 1.672
H -1.026 -2.896 5.755
H 1.125 -3.110 -2.795
H -4.605 -0.904 2.966
H -0.457 -2.578 7.461
H -4.745 -1.372 -3.180
H 1.638 2.709 -3.815
H 0.551 -3.928 2.486
H -3.977 -5.461 2.561
H 4.838 3.587 -2.963
H -0.244 3.974 -5.335
H 5.036 -1.709 -1.936
H 3.698 0.465 0.317
H 2.223 -4.127 -3.632
H 1.976 -2.357 -4.005
H 4.954 -2.287 2.560
H -4.179 2.919 2.146
H 1.958 -3.343 1.463
H -2.970 0.737 -4.504
H 5.215 0.521 -0.489
H 5.310 2.145 -1.870
H 4.534 -2.217 -3.491
H 0.927 -0.365 6.480
H -4.955 4.816 -2.678
H -3.610 4.368 -1.731
H 3.953 3.176 -1.506
H 0.277 -0.681 4.861
H 2.588 1.849 -5.074
H -5.354 -3.702 -0.835
H -4.152 5.935 -1.503
H 2.451 -6.517 -0.221
H 2.227 -4.419 2.771
H 1.995 -0.684 5.018
H -3.550 7.710 -3.338
H 0.278 4.822 1.343
H -3.545 2.084 -5.365
H 0.297 -1.851 1.590
H 2.953 -6.723 1.365
H -1.953 7.329 -2.545
H 4.233 3.499 1.867
H -1.650 3.739 -6.316
H 0.509 3.909 2.717
H -4.578 -2.746 0.402
H -1.054 -0.624 1.320
H -2.653 -5.361 1.475
H -4.678 2.560 3.752
H -3.807 -2.880 -1.118

=====

Entry from OMol25: 4 unconnected molecules or ions with the total composition C32H66NO9S in a non-equilibrium geometry (ωB97M-V/def2-TZVPD).

Its HOMO energy is -11.5 eV. The net charge is +1.

Atoms and positions in Å:
S -0.829 2.768 5.151
O -6.200 -1.885 -1.582
O -4.076 -1.583 -2.223
O 6.022 4.775 0.814
O 5.356 5.057 -1.305
O -5.021 -2.523 -7.367
O -2.482 -0.027 2.655
O -4.659 -0.825 3.145
O -5.396 -3.338 -5.315
O 0.103 0.126 4.692
N -2.221 0.432 5.152
C -1.484 1.082 2.825
C -4.484 -3.390 -9.579
C 5.595 -3.094 2.290
C 4.613 -0.809 1.076
C 2.081 1.104 6.118
C -5.728 -0.727 -3.698
C -1.012 1.024 4.392
C -7.606 -1.574 -1.639
C 6.250 6.001 -3.365
C 2.141 1.571 1.138
C -3.625 -4.361 -6.521
C 5.710 -2.027 1.051
C 5.050 5.881 -2.447
C 2.631 -4.155 2.882
C -4.889 -1.197 1.711
C 6.585 6.859 -0.174
C 5.945 5.502 -0.173
C 2.970 2.337 -0.081
C 4.772 -2.554 3.601
C -4.150 -2.635 1.326
C 1.419 0.760 4.621
C 4.531 1.748 0.036
C -5.271 -1.403 -2.438
C -3.549 0.986 4.685
C 3.144 -2.736 3.527
C 4.635 0.135 -0.282
C -0.315 0.801 1.717
C 0.570 2.110 1.279
C -3.806 0.381 3.149
C -4.194 -2.333 -8.532
C -4.725 -3.355 -6.343
C -8.323 -2.491 -2.609
H 2.472 2.080 -1.109
H -3.833 -2.649 0.183
H -2.095 0.749 6.157
H 4.237 5.379 -2.982
H 1.488 -4.313 3.125
H -4.452 -1.348 -8.936
H 5.037 -1.404 3.773
H 3.297 -5.086 3.173
H 6.120 7.566 -0.859
H -2.192 -0.617 5.180
H 7.093 6.485 -2.864
H 5.998 6.580 -4.257
H 1.343 0.744 6.953
H 6.481 7.292 0.827
H -4.897 -3.546 1.457
H 6.712 -3.294 2.661
H 5.131 -3.126 4.585
H -3.135 -2.286 -8.259
H 1.501 1.669 3.873
H 2.113 0.417 0.914
H -3.590 2.151 4.568
H 2.388 2.241 6.200
H 2.745 -2.716 4.648
H -5.009 0.059 -3.950
H -9.398 -2.289 -2.608
H 2.579 -1.851 2.982
H -2.843 -4.042 -7.208
H -3.896 -3.209 -10.483
H -8.000 -1.740 -0.630
H 7.646 6.757 -0.414
H -7.949 -2.370 -3.629
H 0.245 2.554 0.238
H -4.469 0.668 5.344
H 5.002 1.983 1.107
H 5.610 -2.645 0.038
H -4.256 -4.393 -9.212
H 3.091 0.483 6.240
H 0.090 3.455 4.340
H -2.083 2.077 2.554
H 0.474 2.956 2.096
H -6.695 -0.234 -3.608
H 2.157 -0.066 4.172
H 3.722 -0.194 -0.955
H -5.547 -3.385 -9.842
H 5.604 -0.047 -0.928
H 4.657 6.855 -2.135
H 0.335 -0.123 2.076
H 3.534 -1.308 1.098
H -4.054 -5.306 -6.864
H 5.156 2.333 -0.766
H 5.221 -4.111 1.848
H -5.762 -1.459 -4.507
H -7.765 -0.514 -1.861
H -4.445 -0.399 0.964
H -0.870 0.419 0.732
H -3.175 -2.787 1.975
H -8.160 -3.539 -2.336
H 6.791 -1.527 1.028
H -3.137 -4.515 -5.553
H -6.053 -1.222 1.502
H 2.776 1.736 2.107
H 2.692 -4.029 1.697
H 2.977 3.476 0.193
H 6.594 5.008 -3.673
H -4.247 1.215 2.457
H 4.823 -0.118 1.998

=====

| no. | Kohn-Sham gap (Eh) | electronic energy (a.u.) |
| --- | --- | --- |
| 1 | 0.2355 | -2825.37163 |
| 2 | 0.3365 | -2421.46662 |
| 3 | 0.3327 | -2388.39839 |